Formula: C22H43Cl3NOPSn
Source: the Open Molecules 2025 dataset
Level of theory: wB97M-V/def2-TZVPD

Geometry (Å):
C -1.24792 1.06186 -3.76505
C -1.39402 -0.34049 -4.05272
C -0.09209 -0.92514 -4.04346
C -2.64498 -1.06091 -4.36929
C 0.86048 0.09656 -3.74711
C 0.15396 1.32966 -3.58286
C 0.76813 2.66205 -3.39936
C -2.32809 2.06635 -3.75409
C 0.21491 -2.34468 -4.33577
C 2.32895 -0.08186 -3.73276
Sn -0.76370 -0.01005 -1.06721
Cl -3.99556 -3.55235 -1.35703
Cl -3.07648 -0.33547 -1.12463
Cl -0.31592 -2.38987 -1.34453
H -3.52065 -0.45757 -4.09543
H -2.70078 -2.00982 -3.80719
H -2.71085 -1.29423 -5.44628
H -0.56830 -2.99918 -3.93087
H 1.17330 -2.63658 -3.88548
H 0.27802 -2.51539 -5.42041
H 2.60774 -1.00161 -3.19317
H 2.82261 0.77559 -3.25376
H 2.71406 -0.16384 -4.76472
H 1.70106 2.59766 -2.81945
H 0.07829 3.33989 -2.87894
H 1.01469 3.09819 -4.38340
H -3.25126 1.64607 -3.33152
H -2.54268 2.40796 -4.78087
H -2.03182 2.93415 -3.15035
O -0.88141 1.99353 -0.88880
H -0.10911 2.28340 -0.34227
C -1.55120 -0.48787 3.94385
C -1.42900 -0.44626 2.41165
C -1.85139 -1.81788 1.84976
C -2.42838 0.62183 1.92569
P 0.41209 -0.07367 1.97592
N 0.58289 0.14986 0.42950
C 1.00422 1.62963 2.60620
C 1.45719 1.46736 4.05939
C 2.16259 2.16962 1.74279
C -0.11799 2.67758 2.55279
C 1.69022 -1.47088 2.31535
C 1.47316 -1.96034 3.75162
C 1.54981 -2.68076 1.37312
C 3.12441 -0.94909 2.11163
H -2.59647 -0.74163 4.17540
H -1.34096 0.48771 4.40205
H -0.90779 -1.25278 4.39346
H -2.89595 -1.98547 2.14888
H -1.86112 -1.84957 0.75285
H -1.24664 -2.64832 2.23365
H -2.35470 1.55493 2.48886
H -2.34963 0.86458 0.85947
H -3.43399 0.20354 2.08175
H 2.33932 0.82272 4.14796
H 1.73618 2.46558 4.43106
H 0.64710 1.07714 4.69117
H 1.83541 2.30236 0.70420
H 2.45407 3.14963 2.14792
H 3.04115 1.52128 1.75425
H -0.54566 2.77940 1.54420
H -0.90117 2.48667 3.29664
H 0.33805 3.64400 2.81835
H 2.28301 -2.66290 3.99925
H 1.49489 -1.14295 4.48338
H 0.52774 -2.51242 3.83275
H 1.81264 -2.42690 0.34043
H 2.26704 -3.44320 1.71551
H 0.55494 -3.13589 1.38160
H 3.25286 -0.58870 1.08238
H 3.41905 -0.17583 2.82806
H 3.81147 -1.79604 2.26409

Cartesian forces, eV/Å:
C 1.0 -1.5 0.3
C 1.7 0.7 0.1
C -0.4 1.4 -0.1
C -0.5 -0.4 0.1
C -1.4 -0.1 0.0
C -0.5 -1.4 0.3
C 0.1 0.4 0.0
C -0.4 0.4 0.0
C 0.0 -0.4 -0.1
C 0.4 -0.1 0.0
Sn 0.8 0.4 -1.0
Cl -0.3 -0.4 0.1
Cl -0.1 0.1 0.0
Cl -0.1 0.5 0.0
H 0.1 -0.3 -0.1
H -0.2 0.3 -0.2
H -0.1 0.0 0.2
H 0.2 0.0 -0.2
H -0.2 -0.1 -0.1
H 0.1 -0.1 0.0
H 0.1 0.2 -0.1
H 0.0 -0.2 -0.1
H 0.2 0.0 0.2
H -0.2 0.1 -0.1
H 0.2 -0.1 -0.1
H 0.1 0.1 0.2
H 0.1 0.2 -0.1
H -0.1 0.1 0.1
H -0.2 -0.1 -0.1
O 0.4 1.0 0.5
H -0.9 -0.8 -0.8
C -0.4 -0.2 0.2
C 0.7 -0.1 1.3
C 0.0 0.2 -0.2
C 0.2 0.1 -0.3
P 0.1 0.6 -4.0
N -0.5 -0.5 -0.2
C 0.0 -0.7 1.1
C 0.2 0.7 0.2
C -0.2 -0.2 0.0
C 0.2 0.1 0.0
C -0.5 0.1 1.2
C 0.6 -0.4 0.1
C -0.1 0.2 -0.1
C -0.1 -0.1 0.1
H 0.2 0.0 0.1
H 0.0 -0.2 -0.1
H -0.2 0.3 0.0
H 0.2 0.0 0.0
H 0.1 -0.2 0.4
H -0.1 0.2 -0.1
H -0.1 -0.3 0.0
H 0.0 0.0 0.5
H 0.2 0.1 -0.1
H -0.3 0.1 0.1
H 0.0 -0.2 0.2
H 0.3 0.1 -0.1
H 0.1 -0.2 0.3
H -0.1 -0.1 0.0
H -0.2 0.2 -0.1
H 0.0 -0.2 0.4
H 0.2 0.0 -0.3
H -0.1 -0.1 0.0
H -0.1 0.0 0.1
H -0.1 -0.3 -0.1
H 0.3 0.2 0.0
H -0.3 0.1 0.3
H -0.1 0.1 0.1
H 0.2 0.2 -0.1
H -0.1 0.0 0.3
H -0.1 -0.1 -0.2
H -0.2 0.1 -0.1

As for the lowest unoccupied orbital energy: 4.1 eV. The relative energy (zero: lowest compared OMol25 entry of this formula, charge and spin) comes out at 0.0 kJ/mol. The HOMO-LUMO gap is 4.66 eV. Its net charge is -2.

---

Formula: C22H43F4IN3O11
Source: the Open Molecules 2025 dataset
Level of theory: wB97M-V/def2-TZVPD

Geometry (Å):
N 0.10307 -7.87404 -0.50675
C 0.39684 -7.13940 -1.35131
O 0.68973 -6.28748 -2.35624
N 0.75714 -5.03426 -1.81638
C 1.83736 -4.46235 -1.13386
O 2.99299 -5.08178 -0.86504
C 1.50182 -3.19762 -0.76220
F 2.23181 -2.36011 -0.09071
N 0.20107 -2.97672 -1.21328
I -0.86056 -1.23101 -0.95969
C -0.18955 -4.09017 -1.82276
C -1.60033 -4.19918 -2.40570
O -2.42166 -4.63463 -1.32992
C -3.74025 -4.81886 -1.68635
F -4.20254 -5.83324 -0.94545
F -3.91244 -5.16011 -2.95858
F -4.43853 -3.73720 -1.33981
H 3.71921 -4.74095 -1.40997
H -1.91134 -3.23952 -2.85243
H -1.52555 -4.92347 -3.23702
C -3.40503 2.72465 3.37819
O -4.49057 1.81277 3.43741
C -5.05361 1.53634 2.16281
C -4.54997 0.21894 1.60627
O -3.14769 0.26101 1.33573
C -2.36899 -0.33336 2.36522
H -2.85584 2.65472 4.31648
H -2.72141 2.49483 2.55712
H -3.78048 3.74600 3.26405
H -4.85865 2.35821 1.46601
H -6.13676 1.46386 2.29872
H -5.05180 0.02564 0.65378
H -4.78572 -0.60663 2.28352
H -2.40430 -1.42420 2.26524
H -2.71559 -0.04557 3.35864
H -1.33931 0.00283 2.23969
C 3.31771 2.27610 -1.68655
O 3.16270 1.14709 -0.83714
C 4.40478 0.53412 -0.50929
C 4.89450 0.95318 0.86498
O 5.20332 2.33737 0.90734
C 4.16685 3.12196 1.48010
H 2.39422 2.85328 -1.65112
H 4.14055 2.91754 -1.36595
H 3.49081 1.94842 -2.71652
H 5.15601 0.75033 -1.27383
H 4.23515 -0.54772 -0.50290
H 5.81978 0.41320 1.08729
H 4.16304 0.69665 1.63815
H 4.19764 3.03599 2.57055
H 3.18075 2.82140 1.11916
H 4.34000 4.16038 1.20329
C 8.06880 1.24205 -1.02126
O 8.58851 -0.07866 -1.01088
C 9.80683 -0.19793 -1.73627
C 11.01223 -0.18235 -0.81492
O 11.15354 1.06932 -0.15938
C 10.64446 1.06170 1.16560
H 7.32968 1.31941 -0.22692
H 8.84411 1.99011 -0.84549
H 7.58035 1.44127 -1.98191
H 9.88485 0.58810 -2.49331
H 9.77683 -1.16102 -2.25530
H 11.91401 -0.33072 -1.41623
H 10.95742 -0.99633 -0.08527
H 11.36283 0.57853 1.83534
H 9.68343 0.54652 1.23074
H 10.50991 2.09557 1.47952
C -11.26773 1.67638 -0.80988
O -10.66072 2.95110 -0.66708
C -10.30628 3.24717 0.67611
C -8.83127 3.00236 0.93215
O -8.49755 1.62336 0.81069
C -7.92435 1.30423 -0.44531
H -11.23611 1.40559 -1.86480
H -10.74386 0.90741 -0.23750
H -12.31255 1.72163 -0.48794
H -10.92421 2.67566 1.37514
H -10.51540 4.30908 0.83565
H -8.60037 3.29609 1.96053
H -8.21309 3.60861 0.26261
H -6.87107 1.60986 -0.45690
H -8.45040 1.78655 -1.27154
H -7.98034 0.22411 -0.57823

Cartesian forces, eV/Å:
N 0.4 0.8 -0.9
C -0.3 -0.6 0.2
O -0.3 -0.5 0.9
N 0.7 2.6 1.0
C 1.9 -0.1 0.4
O -0.4 -0.4 -0.3
C -0.8 -1.2 -0.6
F -0.4 0.2 -0.1
N 1.5 -0.2 0.4
I -0.1 -0.1 0.2
C -3.2 0.3 -1.2
C 1.4 -0.6 -0.4
O 0.0 0.0 -1.1
C -0.4 -1.1 1.8
F 0.2 0.3 -0.2
F 0.1 0.7 0.0
F 0.0 0.0 -0.8
H -0.1 -0.1 0.1
H 0.1 -0.2 0.4
H -0.4 0.1 0.4
C -0.1 0.0 0.1
O 0.2 0.0 -0.2
C -0.2 -0.2 0.4
C 0.0 0.2 -0.4
O 0.2 -0.1 0.1
C 0.0 0.0 -0.2
H -0.1 0.0 0.0
H 0.0 0.0 0.0
H 0.1 0.0 0.0
H 0.1 0.0 0.0
H 0.0 0.0 -0.1
H 0.0 0.0 0.0
H 0.0 0.1 0.1
H 0.0 0.0 0.2
H 0.0 0.0 0.0
H 0.0 0.0 0.0
C -0.1 0.0 -0.1
O 0.1 0.1 0.0
C -0.3 -0.2 0.2
C 0.3 0.2 -0.1
O -0.3 -0.1 -0.1
C 0.1 0.0 0.1
H 0.0 -0.1 0.0
H 0.0 0.0 0.0
H 0.1 0.1 0.0
H 0.0 0.0 0.1
H 0.1 0.0 0.0
H -0.1 -0.1 0.0
H -0.1 0.0 -0.1
H -0.1 0.0 0.0
H 0.0 0.0 0.0
H 0.1 0.0 0.0
C 0.0 -0.1 0.0
O 0.1 0.2 0.0
C -0.1 -0.4 0.2
C 0.2 0.3 -0.2
O -0.3 -0.1 0.1
C 0.2 0.0 0.0
H 0.0 0.0 0.0
H 0.0 0.0 0.0
H 0.0 0.1 0.0
H 0.0 0.0 0.1
H 0.0 0.0 0.0
H 0.0 -0.1 0.0
H -0.1 0.0 0.0
H -0.1 0.0 0.1
H 0.0 0.0 0.0
H 0.1 0.0 0.0
C -0.1 0.1 -0.1
O 0.1 -0.2 0.1
C 0.1 0.3 -0.3
C -0.1 -0.2 0.3
O 0.0 0.0 -0.2
C 0.0 0.0 0.1
H 0.0 0.1 0.0
H 0.0 0.0 0.0
H 0.0 -0.1 0.0
H 0.1 -0.1 0.0
H 0.0 0.0 0.0
H 0.0 0.0 0.0
H -0.1 0.0 -0.1
H 0.0 0.0 -0.1
H 0.0 0.0 0.0
H 0.0 0.0 0.1

As for the lowest unoccupied orbital energy: -5.1 eV. The HOMO-LUMO gap is 5.54 eV. Its net charge is +1.

---

Formula: C22H43IrN2P3S
Source: the Open Molecules 2025 dataset
Level of theory: wB97M-V/def2-TZVPD

Geometry (Å):
Ir 0.02774 0.36567 0.33792
P -0.69846 2.22584 1.56155
P -2.17207 -0.25451 0.03150
P 2.09989 1.22175 0.02454
H 1.48821 -0.09426 -4.01754
C 2.37373 -0.46127 -3.49169
C 2.68564 -1.85676 -3.45626
H 2.65308 -2.41714 -4.39722
C -1.04392 3.71879 0.55983
C -2.20895 2.20231 2.60721
C 0.43296 2.81461 2.88366
C -2.32406 -1.79455 -0.91325
C -3.40254 -0.62393 1.36521
C -2.97590 1.07249 -0.92582
C 3.06863 0.26587 -1.12898
C 3.05695 1.13561 1.57007
C 2.12351 2.93472 -0.54444
H 3.29841 0.08823 -3.71139
H 3.46604 -2.24244 -2.79382
H -1.46456 4.49473 1.21356
H -1.76952 3.49686 -0.22831
H -0.14050 4.11360 0.08991
H -2.27182 3.15165 3.15554
H -2.16092 1.40593 3.35418
H -3.12756 2.09477 2.02690
H -0.10802 3.51529 3.53461
H 1.31402 3.32859 2.49040
H 0.75209 1.97449 3.51017
H -3.10292 -2.44680 -0.50345
H -1.37449 -2.34019 -0.89918
H -2.57645 -1.57745 -1.95417
H -4.40171 -0.63359 0.89765
H -3.38536 0.11302 2.17577
H -3.18060 -1.62296 1.77342
H -3.81966 0.63101 -1.47315
H -2.27638 1.50114 -1.65143
H -3.33531 1.87665 -0.27045
H 4.04384 0.74199 -1.30717
H 2.51193 0.16998 -2.13004
H 3.22892 -0.76405 -0.78862
H 3.96363 1.73827 1.46770
H 3.35073 0.10407 1.78170
H 2.48994 1.51405 2.42152
H 3.11765 3.18084 -0.92797
H 1.89255 3.63134 0.26490
H 1.40080 3.07877 -1.35229
C -0.24771 -1.92329 -3.23137
C -0.32051 -0.60303 -2.72640
C -1.07709 0.32421 -3.44518
C -1.82485 -0.04246 -4.56462
C -1.92814 -1.39232 -4.89713
C -1.19573 -2.34725 -4.19092
S 0.90519 -3.22249 -2.77911
H -0.10915 -4.04024 -2.60954
H 0.21851 -0.31553 -1.79102
H -1.10251 1.35899 -3.10964
H -2.28628 0.71274 -5.19952
H -2.54678 -1.72578 -5.73512
H -1.31656 -3.42910 -4.36994
N 1.47192 -3.21416 5.24344
C 1.06304 -2.55442 4.13194
C 1.86855 -2.50278 2.97554
C 1.42910 -1.77664 1.87639
N 0.32016 -1.00387 1.91863
C -0.48425 -1.08961 3.00725
C -0.17090 -1.87310 4.10619
H 2.36813 -3.66502 5.29332
H 0.90038 -3.25168 6.07615
H 2.82749 -3.01312 2.93147
H 1.98888 -1.75972 0.93696
H -1.40575 -0.50773 2.97608
H -0.86439 -1.91566 4.94334

Cartesian forces, eV/Å:
Ir -1.7 0.2 1.5
P -0.2 1.5 0.5
P -2.1 -0.1 0.4
P 1.4 0.6 0.9
H 0.5 0.0 0.2
C 0.5 1.0 -1.9
C 0.6 -1.3 -0.1
H 0.3 0.3 -0.1
C 0.1 -0.1 -0.2
C -0.2 -0.5 -0.2
C 0.3 -0.2 -0.1
C 0.1 -0.4 -0.4
C 0.4 0.1 0.0
C -0.1 -0.2 -0.2
C 0.3 0.1 0.4
C 0.2 0.3 0.1
C 0.3 0.1 -0.3
H -0.3 0.2 -0.6
H -0.3 0.1 0.0
H 0.1 -0.2 -0.1
H 0.1 0.1 0.2
H -0.2 -0.1 0.1
H 0.2 -0.1 -0.3
H 0.0 0.1 0.0
H 0.1 0.1 0.1
H 0.0 -0.1 -0.3
H -0.1 -0.1 0.1
H 0.0 0.1 -0.1
H 0.1 0.2 0.0
H -0.3 0.0 0.1
H 0.0 -0.1 0.1
H 0.4 0.0 0.2
H -0.2 -0.4 -0.3
H -0.2 0.3 -0.1
H 0.0 0.3 0.1
H -0.3 -0.1 0.3
H 0.0 -0.3 -0.1
H -0.2 -0.1 0.0
H 0.1 0.1 0.6
H 0.0 0.2 0.1
H 0.0 -0.1 0.0
H 0.0 0.1 -0.1
H 0.1 -0.1 -0.2
H 0.0 0.0 0.1
H 0.1 -0.2 -0.1
H 0.1 0.0 0.0
C 0.5 -1.5 0.8
C 0.0 0.7 -0.7
C 0.8 0.0 1.4
C 0.2 -0.4 -0.6
C 0.0 -0.9 -0.3
C -0.6 0.0 -0.5
S -0.5 2.0 0.2
H -1.2 -1.3 -0.1
H 0.0 -0.1 -0.9
H 0.2 -0.2 -0.2
H -0.1 -0.1 0.3
H 0.1 0.2 0.3
H 0.1 0.7 -0.3
N -0.9 1.1 -1.6
C 0.8 -1.0 1.9
C 0.3 0.3 -1.5
C 0.8 -0.8 0.9
N 0.1 0.0 -0.5
C 0.0 -0.4 0.9
C -1.0 1.0 -0.5
H 0.4 -0.3 0.0
H -0.2 0.0 0.2
H -0.2 0.0 0.0
H -0.1 -0.1 0.5
H 0.4 -0.3 0.1
H 0.1 0.0 -0.1

As for the lowest unoccupied orbital energy (spin up / spin down): -12.6 / -15.2 eV. The relative energy (zero: lowest compared OMol25 entry of this formula, charge and spin) comes out at 260.3 kJ/mol. The HOMO-LUMO gap (spin up / spin down) is 5.11 / 4.89 eV. As for the spin multiplicity: 6. Its net charge is +4. The expectation value of S² is 8.83.